[1]
Formula: C24H47N4O5S4
Source: the OMol25 dataset
Level of theory: ωB97M-V/def2-TZVPD

Each line ends with the Löwdin charge.
Element x y z (Å)
C (-1.01, -0.14, -0.19)  -0.09
C (0.51, -0.17, -0.10)  -0.46
O (1.12, 0.95, 0.46)  -0.36
H (-1.40, -1.15, -0.29)  0.06
H (-1.40, 0.55, -0.94)  0.04
H (-1.43, 0.28, 0.74)  0.05
H (0.87, -0.36, -1.13)  0.08
H (0.80, -1.08, 0.45)  0.07
C (-3.47, 0.37, 3.21)  -0.27
S (-4.79, 1.15, 2.26)  0.82
O (-5.72, 1.88, 3.21)  -0.59
C (-3.75, 2.51, 1.62)  -0.26
H (-2.91, 1.10, 3.80)  0.06
H (-2.77, -0.05, 2.48)  0.03
H (-3.91, -0.43, 3.81)  0.04
H (-3.49, 3.16, 2.45)  0.06
H (-4.30, 3.06, 0.85)  0.05
H (-2.84, 2.16, 1.13)  0.02
C (-2.53, 0.64, -4.14)  -0.28
S (-1.88, -0.98, -4.46)  0.81
O (-3.08, -1.91, -4.42)  -0.58
C (-1.45, -0.85, -6.23)  -0.26
H (-1.80, 1.41, -4.40)  0.06
H (-2.65, 0.81, -3.07)  0.03
H (-3.53, 0.74, -4.56)  0.06
H (-2.33, -0.77, -6.86)  0.06
H (-0.92, -1.75, -6.54)  0.04
H (-0.87, 0.07, -6.29)  0.04
C (0.58, -4.24, -1.46)  -0.25
S (1.67, -3.93, -0.04)  0.79
O (0.81, -3.94, 1.18)  -0.55
C (2.55, -5.52, -0.04)  -0.26
H (1.12, -4.23, -2.41)  0.05
H (-0.17, -3.47, -1.55)  0.04
H (0.13, -5.23, -1.32)  0.05
H (2.89, -5.73, -1.05)  0.05
H (1.91, -6.30, 0.38)  0.06
H (3.44, -5.52, 0.60)  0.05
C (-4.91, -4.43, 0.81)  -0.28
S (-4.34, -4.19, 2.53)  0.81
O (-4.33, -5.54, 3.19)  -0.58
C (-2.59, -3.88, 2.10)  -0.25
H (-4.27, -5.10, 0.25)  0.05
H (-4.98, -3.50, 0.24)  0.05
H (-5.93, -4.83, 0.82)  0.04
H (-2.13, -4.86, 2.07)  0.05
H (-2.16, -3.32, 2.93)  0.04
H (-2.50, -3.29, 1.19)  0.04
C (4.11, -1.04, -0.61)  -0.08
C (5.48, -0.64, -0.88)  -0.29
N (6.55, -0.28, -1.12)  0.12
H (4.07, -2.13, -0.64)  0.05
H (3.35, -0.65, -1.28)  0.07
H (3.83, -0.81, 0.42)  0.08
N (-0.90, 3.06, -0.04)  0.02
C (-1.65, 3.37, -1.12)  -0.15
C (-2.24, 4.60, -0.88)  -0.13
C (-1.85, 5.02, 0.42)  -0.12
C (-0.95, 4.07, 0.87)  -0.14
H (-0.19, 2.32, 0.00)  0.09
H (-1.75, 2.78, -2.01)  0.08
H (-2.93, 5.05, -1.58)  0.08
H (-2.11, 6.01, 0.75)  0.09
H (-0.35, 4.06, 1.76)  0.11
N (2.68, 0.85, 2.84)  0.02
C (2.86, -0.01, 3.87)  -0.16
C (3.85, 0.50, 4.71)  -0.14
C (4.29, 1.68, 4.11)  -0.15
C (3.57, 1.90, 2.95)  -0.13
H (2.03, 0.72, 2.06)  0.08
H (2.30, -0.93, 3.98)  0.10
H (4.30, -0.06, 5.51)  0.08
H (5.08, 2.31, 4.50)  0.08
H (3.55, 2.64, 2.17)  0.09
N (2.99, 2.78, -0.93)  0.04
C (3.92, 2.50, -1.89)  -0.16
C (4.59, 3.65, -2.20)  -0.12
C (4.03, 4.72, -1.42)  -0.11
C (3.08, 4.11, -0.64)  -0.17
H (2.40, 2.12, -0.43)  0.09
H (4.04, 1.51, -2.29)  0.09
H (5.32, 3.79, -2.99)  0.08
H (4.30, 5.76, -1.39)  0.08
H (2.50, 4.53, 0.16)  0.10

highest occupied orbital energy = -5.47 eV
frontier orbital gap = 7.193 eV
LUMO level = 1.725 eV
multiplicity = 1
total charge = -1
energy relative to the best compared isomer or geometry (same formula, charge and spin) = 0.0 kcal per mole

[2]
Formula: C7H5ClN2OS
Source: the OMol25 dataset
Level of theory: ωB97M-V/def2-TZVPD

Each line ends with the Löwdin charge.
Element x y z (Å)
C (2.12, -1.55, -0.69)  -0.27
C (-0.59, 1.62, -0.12)  -0.12
C (0.43, 0.60, -0.16)  -0.39
C (-1.89, 1.35, 0.02)  -0.06
C (-0.11, -0.77, -0.31)  -0.30
C (-2.30, -0.09, -0.02)  -0.77
C (0.75, -1.76, -0.63)  0.01
N (3.23, -1.40, -0.92)  0.19
N (-1.44, -1.02, -0.29)  0.12
O (0.97, -0.48, 2.20)  -0.54
S (1.34, 0.72, 1.52)  0.91
Cl (-3.92, -0.47, 0.21)  0.73
H (-0.33, 2.59, -0.04)  0.07
H (1.16, 0.89, -0.81)  0.09
H (-2.70, 2.15, 0.19)  0.13
H (0.55, -2.78, -1.01)  0.15
H (2.74, 0.38, 0.86)  0.05

highest occupied orbital energy (spin up / spin down) = -6.78 / -9.78 eV
expectation value of S² = 2.0232
frontier orbital gap (spin up / spin down) = 7.105 / 6.377 eV
LUMO level (spin up / spin down) = 0.324 / -3.404 eV
multiplicity = 3

[3]
Formula: C3H8N2O2
Source: the OMol25 dataset
Level of theory: ωB97M-V/def2-TZVPD

Each line ends with the Löwdin charge.
Element x y z (Å)
N (2.71, 0.21, 0.05)  -0.03
C (1.42, -0.38, -0.24)  -0.27
C (0.31, 0.40, 0.62)  -0.07
C (-0.96, -0.19, 0.13)  -0.48
O (-1.23, -1.35, -0.07)  0.10
O (-1.93, 0.81, -0.01)  -0.08
N (-3.24, 0.35, -0.24)  0.04
H (2.97, 0.07, 1.02)  0.07
H (3.41, -0.10, -0.62)  0.07
H (1.24, -0.30, -1.31)  0.12
H (1.37, -1.45, 0.04)  0.11
H (0.38, 1.46, 0.39)  0.12
H (0.42, 0.20, 1.69)  0.13
H (-3.19, -0.64, -0.49)  0.08
H (-3.68, 0.93, -0.95)  0.09

highest occupied orbital energy = -9.31 eV
frontier orbital gap = 10.236 eV
LUMO level = 0.928 eV
multiplicity = 1
SMILES string = NCCC(=O)ON
energy relative to the best compared isomer or geometry (same formula, charge and spin) = 58.7 kcal per mole

| no. | strongest force on any atom (eV Å⁻¹) |
| --- | --- |
| 1 | 1.9 |
| 2 | 6.1 |
| 3 | 2.5 |